# 1
{"formula": "C46H51FIN3O2S3", "method": "the ωB97M-V functional and the def2-TZVPD basis", "elements": ["I", "S", "S", "S", "F", "O", "O", "N", "N", "N", "C", "C", "C", "C", "C", "C", "C", "C", "C", "C", "C", "C", "C", "C", "C", "C", "C", "C", "C", "C", "C", "C", "C", "C", "C", "C", "C", "C", "C", "C", "C", "C", "C", "C", "C", "C", "C", "C", "C", "C", "C", "C", "C", "C", "C", "C", "H", "H", "H", "H", "H", "H", "H", "H", "H", "H", "H", "H", "H", "H", "H", "H", "H", "H", "H", "H", "H", "H", "H", "H", "H", "H", "H", "H", "H", "H", "H", "H", "H", "H", "H", "H", "H", "H", "H", "H", "H", "H", "H", "H", "H", "H", "H", "H", "H", "H", "H"], "positions_angstrom": [[3.1952, 0.3418, 2.3327], [0.9047, 0.9512, -2.6648], [-0.7047, 1.2766, 1.0996], [2.2794, -1.6224, -2.1144], [-1.2625, 0.9776, -0.3251], [0.2835, 2.2871, 0.9718], [-1.8451, 1.4685, 1.9338], [3.3544, 0.7989, -1.6751], [5.4602, 1.1005, -0.9950], [-0.0019, -0.1813, 1.3794], [2.8976, 1.2961, -7.6470], [2.3394, 5.0222, -5.3369], [-3.4812, -3.9738, -4.1142], [3.2709, -1.2864, -6.6937], [4.2543, -3.7885, 6.4772], [4.7923, 2.3124, -1.0265], [-6.4298, -2.0457, 3.1967], [3.8610, 5.8154, -7.0217], [-4.6032, -0.1139, 2.3815], [1.5183, -1.9300, -0.4932], [-5.5357, -2.3248, 2.1725], [2.2113, 0.1662, -2.1237], [3.4321, 4.8100, -6.1665], [4.5847, 0.2220, -1.3755], [-5.1946, 3.9416, 4.5276], [-4.6242, -1.3594, 1.7667], [3.0834, -4.5336, 6.4837], [1.8448, -1.0336, 4.6389], [3.5046, -5.1744, 8.7611], [0.2815, -0.3458, 2.8228], [3.5078, 2.1568, -1.4372], [2.7074, -5.2259, 7.6262], [-5.5023, 0.1629, 3.4023], [3.1959, 7.0333, -7.0481], [1.6501, -0.9151, 3.1304], [-7.2836, 5.6247, 5.2376], [-2.2720, -6.0388, -4.3530], [-6.8911, 4.6069, 6.0954], [-1.1306, -5.4291, -3.8510], [3.3826, -1.0242, -8.0526], [1.6774, 6.2418, -5.3602], [-1.1651, -4.0910, -3.4844], [2.7860, 1.0343, -6.2895], [-2.3392, -3.3629, -3.6153], [-5.8454, 3.7660, 5.7409], [-6.6294, 5.8028, 4.0264], [2.9749, -0.2542, -5.8154], [2.1053, 7.2468, -6.2165], [-5.5854, 4.9607, 3.6705], [-3.4465, -5.3109, -4.4849], [5.0491, -3.7330, 7.6132], [4.6745, -4.4276, 8.7548], [-0.6721, -1.3515, 0.7534], [3.1975, 0.2671, -8.5291], [-0.0054, -1.8292, -0.5362], [-6.4136, -0.8009, 3.8111], [0.8278, 6.4089, -4.7108], [-7.1126, -0.5816, 4.6081], [-0.4201, -2.8231, -0.7230], [4.7576, -0.8349, -1.4650], [3.6135, -1.8267, -8.7412], [-7.1402, -2.7979, 3.5149], [1.7910, -1.8786, 2.6418], [0.1836, 0.6197, 3.3217], [2.4636, -4.5765, 5.5967], [1.7429, -0.0478, 5.0913], [-8.1000, 6.2797, 5.5131], [2.7403, 2.8957, -1.5731], [-5.5371, 2.9730, 6.4106], [-4.3976, -3.4072, -4.2163], [-5.4888, 1.1339, 3.8796], [3.2881, 0.4714, -9.5881], [-4.3805, 3.2843, 4.2484], [1.7937, -5.8059, 7.6324], [5.2525, 3.2459, -0.7486], [3.5279, 7.8169, -7.7168], [-1.6989, -1.0945, 0.4901], [3.4117, -2.2928, -6.3209], [-0.7487, -2.1398, 1.5004], [-0.4771, -0.9994, 3.2632], [5.9599, -3.1486, 7.6087], [-0.2725, -3.6115, -3.1012], [-6.9339, 6.5986, 3.3589], [-5.5519, -3.2934, 1.6889], [-2.2462, -7.0814, -4.6421], [1.5882, 8.1973, -6.2358], [2.8658, -1.3608, 4.8283], [1.9455, -1.2432, 0.2386], [-7.3998, 4.4694, 7.0408], [-3.8917, 0.6362, 2.0677], [2.5517, 1.8352, -5.5985], [-0.2146, -5.9963, -3.7468], [5.2947, -4.3865, 9.6407], [2.8888, -0.4516, -4.7552], [3.2141, -5.7171, 9.6511], [4.7138, 5.6493, -7.6672], [3.9502, 3.8593, -6.1449], [4.5494, -3.2504, 5.5850], [-0.3350, -1.1847, -1.3479], [-3.9299, -1.5786, 0.9643], [1.8361, -2.9325, -0.2081], [-4.3356, -5.7860, -4.8788], [1.1499, -1.7489, 5.0782], [2.0030, 4.2367, -4.6710], [-2.3626, -2.3178, -3.3322], [2.7482, 2.3029, -8.0165], [-5.0759, 5.0974, 2.7256]], "total_charge": 0, "e_homo_ev": -9.0, "lumo_ev": -0.91, "smiles": "C[C@H](I)CN(CCCSC(=S)n1ccnc1)S(=O)(=O)F.c1ccccc1.c1ccccc1.c1ccccc1.c1ccccc1.c1ccccc1.c1ccccc1"}

---

# 2
{"formula": "C46H51FeNO6P3", "method": "the ωB97M-V functional and the def2-TZVPD basis", "elements": ["Fe", "P", "P", "P", "O", "O", "O", "O", "O", "O", "N", "C", "C", "C", "C", "C", "C", "C", "C", "C", "C", "C", "C", "C", "C", "C", "C", "C", "C", "C", "C", "C", "C", "C", "C", "C", "C", "C", "C", "C", "C", "C", "C", "C", "C", "C", "C", "C", "C", "C", "C", "C", "C", "C", "C", "C", "C", "H", "H", "H", "H", "H", "H", "H", "H", "H", "H", "H", "H", "H", "H", "H", "H", "H", "H", "H", "H", "H", "H", "H", "H", "H", "H", "H", "H", "H", "H", "H", "H", "H", "H", "H", "H", "H", "H", "H", "H", "H", "H", "H", "H", "H", "H", "H", "H", "H", "H", "H"], "positions_angstrom": [[0.0256, -0.2878, -0.2725], [-0.7983, 1.6777, -1.7374], [-1.2118, -1.8599, 1.5342], [-1.9010, -2.1451, -2.5308], [-0.8458, -3.1432, -3.2004], [-2.4798, -3.1955, -1.4805], [1.5152, 0.7484, 0.9488], [-2.8886, -1.6179, -3.4837], [1.5916, -0.1607, -1.4932], [-1.1324, -1.0907, -1.7201], [-1.0555, 1.0324, 0.9359], [1.0000, -1.8727, -4.1331], [2.7509, 0.7599, 0.9665], [-0.7475, 3.0363, -0.5428], [-1.3439, 0.7737, 2.2613], [1.8419, 2.6657, -5.3686], [5.6898, 0.3464, -1.3127], [-4.8131, 1.0673, -1.7116], [4.9371, 0.6015, -0.2003], [-3.0617, -4.4387, 4.1087], [1.6796, -2.1427, 1.8830], [-4.2037, -4.3242, -2.7854], [-3.4495, 0.9438, -1.4928], [2.2604, 3.0019, -4.0869], [-1.0487, -0.5818, 2.8445], [3.6668, -0.1940, -2.5431], [1.9447, -3.3966, -0.5858], [-0.2091, 1.7928, -4.4664], [3.4042, 1.1184, 2.2703], [-3.8256, -4.7505, -0.3568], [-1.7596, 1.9188, 2.8674], [0.5483, -2.2624, 1.0579], [3.0489, -3.2187, 0.2182], [-2.7172, -3.3331, 3.3449], [0.1895, 2.1518, -3.1804], [-2.2630, -5.5783, 4.0865], [3.5288, 0.4681, -0.2133], [-1.5596, -3.3464, 2.5601], [-1.2223, 2.3958, 0.7376], [-3.8518, -3.6966, -1.4434], [0.6209, -4.3020, -4.5868], [0.6089, 2.0569, -5.5564], [2.8676, 0.0354, -1.3936], [2.9094, -2.5990, 1.4652], [-1.6782, 2.9619, 1.8878], [-0.9105, -2.6084, -5.5872], [1.4413, 2.7401, -2.9980], [5.0269, -0.0475, -2.4954], [-0.0355, -2.9498, -4.3892], [-5.2883, 1.9617, -2.6578], [-1.1255, -5.6033, 3.2956], [-4.8027, -2.5608, -1.0944], [0.7003, -2.9114, -0.1765], [-4.3977, 2.7495, -3.3774], [-3.0330, 2.6413, -3.1519], [-2.5504, 1.7290, -2.2133], [-0.7761, -4.4930, 2.5324], [-2.5316, -6.4431, 4.6800], [-3.5076, -5.1370, -3.0148], [5.6076, -0.2366, -3.3922], [-0.1370, -5.0853, -4.6566], [-0.1709, -3.1405, -0.7703], [-4.8018, -1.8021, -1.8813], [2.6282, 1.2807, 3.0146], [5.4307, 0.9227, 0.7109], [-4.8266, -5.1707, -0.2292], [1.2110, -4.3009, -5.5067], [-2.3509, 3.2788, -3.7024], [2.0262, -3.9124, -1.5341], [-5.8176, -2.9513, -0.9793], [-3.0787, 0.2353, -0.7599], [-4.7646, 3.4541, -4.1132], [-0.0302, -0.6087, 3.2415], [-3.3628, -2.4595, 3.3486], [-1.9167, 4.0094, 2.0222], [4.0713, 0.3141, 2.5887], [3.7720, -2.4855, 2.1115], [0.2735, 3.4160, -0.4432], [2.4801, 2.8704, -6.2185], [1.7955, 2.9783, -2.0010], [0.2829, 1.7778, -6.5515], [1.6373, -2.1429, -3.2887], [-2.0701, 2.0113, 3.9007], [-1.4249, -1.6542, -5.4571], [4.0219, -3.5726, -0.1038], [-1.6753, -3.3743, -5.7335], [-4.1639, -3.5849, -3.5893], [-1.7105, -0.8393, 3.6656], [1.5876, -1.6920, 2.8639], [-6.3533, 2.0483, -2.8356], [1.6223, -1.7429, -5.0228], [0.1101, -4.5332, 1.9102], [-3.1380, -5.5583, -0.6254], [-3.9599, -4.4151, 4.7148], [-4.4977, -2.0952, -0.1517], [1.2835, -4.5355, -3.7482], [0.5384, -0.9145, -3.8907], [-5.2153, -4.7363, -2.7325], [-0.2811, -2.5606, -6.4787], [4.0035, 2.0267, 2.1755], [-1.3857, 3.8486, -0.8834], [-5.5037, 0.4523, -1.1474], [6.7657, 0.4558, -1.2916], [-1.1636, 1.2984, -4.6170], [-0.5043, -6.4905, 3.2656], [-3.5065, -4.3230, 0.5936], [3.1604, -0.4873, -3.4564], [3.2298, 3.4593, -3.9314]], "spin_multiplicity": 6, "total_charge": 0, "e_homo_ev": [-7.3, -7.3], "lumo_ev": [-0.07, -1.20]}